The following is a DFT calculation (wB97M-V/def2-TZVPD) of a structure of composition C27H46FN12O5P2S in a non-equilibrium geometry.

CARTESIAN COORDINATES (ANGSTROEM)
C  6.16  0.08  3.33
C  4.91  0.62  2.54
O  5.13  0.74  1.10
P  3.87  0.02  0.29
O  4.12  -0.04  -1.19
C  2.25  0.96  0.49
C  1.18  0.17  -0.37
N  -0.22  0.33  0.07
C  -0.71  -0.34  1.09
N  0.15  -1.26  1.78
C  -0.62  -2.28  2.53
P  -1.17  -1.66  4.23
O  -0.04  -1.51  5.22
C  -1.84  -2.69  1.58
N  -1.25  -3.37  0.37
C  -0.94  -4.55  0.61
O  -0.79  -5.70  0.70
C  -2.74  -1.46  1.20
F  -2.90  -1.50  -0.24
S  -4.42  -1.66  1.96
N  -2.09  -0.15  1.52
O  3.54  -1.55  0.80
C  4.63  -2.46  0.46
C  5.26  -3.00  1.83
H  5.83  -0.26  4.35
H  6.91  0.91  3.50
H  6.68  -0.78  2.83
H  4.59  1.65  2.90
H  4.04  -0.06  2.81
H  1.96  1.13  1.56
H  2.43  1.95  -0.04
H  1.39  -0.95  -0.39
H  1.26  0.49  -1.46
H  -0.85  0.97  -0.43
H  0.80  -0.76  2.39
H  0.08  -3.15  2.72
H  -2.10  -2.66  4.71
H  -1.96  -0.47  4.07
H  -2.42  -3.49  2.13
H  -4.54  -3.03  2.10
H  -2.53  0.54  0.90
H  5.44  -1.90  -0.07
H  4.31  -3.33  -0.17
H  6.38  -2.88  1.82
H  4.81  -2.51  2.73
H  5.02  -4.10  1.89
C  0.36  -0.91  -4.54
C  -0.09  0.47  -4.20
N  -0.43  1.54  -3.93
H  -0.43  -1.42  -5.09
H  1.25  -0.86  -5.16
H  0.58  -1.46  -3.63
C  -2.97  2.73  -6.10
C  -4.11  2.72  -7.06
N  -4.99  2.71  -7.80
H  -2.57  1.72  -5.99
H  -2.18  3.39  -6.47
H  -3.31  3.09  -5.13
C  -7.03  -1.56  5.99
C  -6.22  -1.78  4.76
N  -5.59  -1.94  3.81
H  -7.84  -0.87  5.77
H  -7.44  -2.51  6.33
H  -6.40  -1.13  6.77
C  5.67  4.07  -1.17
C  4.37  4.16  -0.46
N  3.35  4.23  0.09
H  5.58  4.49  -2.16
H  6.43  4.62  -0.61
H  5.97  3.02  -1.25
C  -6.38  5.06  -10.17
C  -6.82  6.43  -9.81
N  -7.16  7.50  -9.54
H  -7.17  4.55  -10.72
H  -5.48  5.10  -10.79
H  -6.15  4.49  -9.27
C  -2.13  2.44  6.29
C  -3.00  1.45  5.60
N  -3.67  0.68  5.07
H  -1.94  3.29  5.63
H  -2.63  2.80  7.19
H  -1.18  1.98  6.56
C  8.03  -5.88  1.08
C  7.96  -4.94  2.22
N  7.92  -4.20  3.12
H  8.37  -5.36  0.19
H  8.73  -6.69  1.31
H  7.04  -6.31  0.89
C  -6.22  1.93  -3.37
C  -5.38  3.14  -3.50
N  -4.73  4.09  -3.61
H  -7.16  2.06  -3.92
H  -5.69  1.06  -3.77
H  -6.45  1.75  -2.32

Computed properties:
DFT total energy = -3270.126425 hartree
Net charge = +1
F_max = 3.384 eV Å⁻¹
Highest occupied orbital energy = -11.61 eV

The following is a DFT calculation (wB97M-V/def2-TZVPD) of the molecule C13H21NO3.

CARTESIAN COORDINATES (ANGSTROEM)
C  2.34  2.34  -1.94
O  1.18  2.09  -1.19
C  0.28  1.18  -1.68
C  0.48  0.38  -2.79
C  -0.49  -0.53  -3.19
C  -1.67  -0.63  -2.48
C  -1.88  0.17  -1.36
C  -0.92  1.07  -0.94
O  -1.01  1.93  0.12
C  -1.99  1.76  1.11
C  -1.50  0.93  2.32
O  -2.60  0.87  3.19
C  -0.99  -0.46  1.93
N  0.42  -0.42  1.57
C  0.88  -1.56  0.79
C  0.88  -2.82  1.67
C  2.28  -1.27  0.28
H  2.87  3.13  -1.41
H  2.10  2.68  -2.95
H  2.99  1.46  -2.00
H  1.40  0.45  -3.36
H  -0.32  -1.15  -4.06
H  -2.43  -1.33  -2.78
H  -2.82  0.07  -0.83
H  -2.91  1.30  0.74
H  -2.23  2.76  1.47
H  -0.66  1.47  2.79
H  -2.34  0.40  3.99
H  -1.09  -1.12  2.80
H  -1.62  -0.88  1.12
H  0.60  0.43  1.04
H  0.22  -1.74  -0.08
H  1.34  -3.64  1.13
H  -0.13  -3.11  1.94
H  1.44  -2.62  2.57
H  2.28  -0.38  -0.34
H  2.95  -1.09  1.13
H  2.66  -2.11  -0.30

Computed properties:
SMILES string = COc1ccccc1OC[C@@H](O)CNC(C)C
DFT total energy = -788.398841 hartree
ΔE to the lowest compared entry with this formula, charge and spin = 0.847 eV
F_max = 0.785 eV Å⁻¹
Highest occupied orbital energy = -8.24 eV